DFT (ωB97M-V/def2-TZVPD) results for a molecular structure, C43H76BBeCl4F5N3O13P at a distorted geometry.

frontier orbital gap = 3.50 eV
M = 1130.69 g/mol
calculated total energy = -5546.9390 Eh
maximum force = 6.6 eV Å⁻¹

Last column: Mulliken charge in e.
Cartesian coordinates (Å):
C (4.4678, -2.1877, 3.1712)  -1.09
C (2.9003, -2.3375, 3.2688)  -0.36
C (2.1210, -0.9591, 3.0663)  -0.75
C (2.4365, -0.3863, 1.6406)  -1.72
C (1.2599, 0.3785, 0.8544)  0.77
C (0.1094, 0.8648, 1.8222)  -1.76
C (0.4656, 1.6689, 3.1020)  0.21
O (1.5492, 1.9609, 3.5516)  -0.61
C (-0.7790, 2.1758, 3.9279)  0.55
C (-0.5579, 3.1865, 4.9652)  -1.07
C (-1.6114, 3.7145, 5.8352)  -0.65
C (-2.9644, 3.1932, 5.6562)  -0.37
C (-3.1983, 2.2007, 4.6127)  -0.84
C (-2.1421, 1.6840, 3.7353)  -0.15
C (0.5354, -0.7690, -0.0402)  1.09
C (-1.0079, -0.4590, -0.3665)  -0.20
C (-1.4767, -1.0910, -1.7532)  -1.74
N (-2.9076, -1.1461, -1.9659)  0.59
C (-3.5257, -0.0433, -2.7062)  -0.67
C (-3.0986, 1.4320, -2.2863)  -0.25
C (-3.7013, -1.7137, -0.9081)  0.39
C (-4.3096, -0.8920, 0.3038)  -0.67
O (-3.9006, -2.9127, -0.8827)  -0.56
P (0.4396, -2.4905, 0.7712)  -0.09
C (-1.1336, -3.4141, 0.5191)  -0.55
C (1.7306, -3.5674, -0.1052)  -1.20
O (1.1398, -1.0317, -1.3267)  -0.40
C (2.4502, -0.5742, -1.5752)  0.08
B (2.6608, -0.4336, -3.1898)  0.80
N (3.9961, -0.5247, -3.8403)  -0.64
O (1.5562, -0.1768, -4.0398)  -0.52
C (2.9045, 0.7802, -0.9130)  -0.56
N (1.8450, 1.4551, -0.0454)  1.49
C (0.8936, 2.0335, -1.0605)  -0.20
C (2.5111, 2.6574, 0.5154)  0.47
F (3.5022, 2.5404, 1.4861)  -0.41
C (1.6015, 3.8900, 0.9609)  -0.20
C (1.8159, 5.1251, -0.0220)  -0.69
H (4.9747, -2.0944, 4.2003)  0.14
H (4.8606, -3.1563, 2.7447)  0.44
H (4.7939, -1.3623, 2.4895)  0.30
H (2.4759, -3.1646, 2.6494)  -0.01
H (2.6835, -2.6223, 4.3429)  0.63
H (2.4791, -0.3123, 3.9169)  0.58
H (1.0530, -1.1933, 3.2821)  0.09
H (3.3527, 0.2425, 1.7887)  0.77
H (2.8623, -1.2348, 1.0284)  0.51
H (-0.3775, -0.0830, 2.1929)  0.91
H (-0.6573, 1.5184, 1.3182)  0.84
H (0.5012, 3.5290, 5.0779)  0.36
H (-1.3262, 4.4529, 6.6216)  0.51
H (-3.7803, 3.5665, 6.3203)  0.40
H (-4.2403, 1.8233, 4.4999)  0.38
H (-2.3204, 0.9123, 2.9560)  0.56
H (-1.6529, -0.7788, 0.5002)  0.24
H (-1.2391, 0.6300, -0.4760)  -0.22
H (-1.0524, -2.1236, -1.9201)  0.10
H (-1.0208, -0.4481, -2.5596)  0.41
H (-3.3762, -0.2099, -3.8055)  0.22
H (-4.6453, -0.1160, -2.5397)  0.34
H (-1.9826, 1.5528, -2.3479)  -0.22
H (-3.5192, 1.6476, -1.2712)  0.12
H (-3.5258, 2.1400, -3.0515)  0.40
H (-4.0004, -1.4016, 1.2655)  0.21
H (-3.9344, 0.1633, 0.2417)  -0.07
H (-5.4187, -0.9822, 0.2394)  0.50
H (-1.0852, -4.3506, 1.1334)  0.51
H (-1.3858, -3.7374, -0.5172)  0.25
H (-2.0400, -2.8688, 0.9056)  0.05
H (2.7705, -3.1817, 0.0061)  0.35
H (1.4602, -3.6077, -1.1993)  0.25
H (1.6054, -4.6121, 0.2837)  0.50
H (3.2037, -1.3656, -1.2591)  -0.42
H (4.5871, -1.2408, -3.4098)  0.29
H (4.4983, 0.3622, -3.7314)  0.24
H (1.7894, 0.6492, -4.5101)  0.26
H (3.8960, 0.7374, -0.3862)  0.31
H (3.0832, 1.4924, -1.7730)  0.24
H (0.5893, 1.3265, -1.8693)  0.19
H (-0.0745, 2.3821, -0.6082)  0.51
H (1.3088, 2.9296, -1.5898)  -0.32
H (3.0771, 3.1130, -0.3532)  0.35
H (0.5303, 3.6286, 1.1248)  -0.27
H (1.9695, 4.2532, 1.9605)  0.47
H (2.5300, 5.8670, 0.4223)  0.33
H (2.2030, 4.8092, -1.0216)  -0.15
H (0.8605, 5.6808, -0.2041)  0.19
C (5.0773, 2.8694, -7.3299)  -1.18
C (3.6604, 2.7730, -6.8013)  -0.22
O (3.5990, 3.1174, -5.4018)  -0.21
C (3.6799, 4.4237, -5.1154)  0.00
O (3.7958, 5.2957, -5.9238)  -0.51
C (3.5705, 4.6449, -3.6068)  1.21
F (4.3941, 3.8354, -2.9078)  -0.29
F (2.3199, 4.4002, -3.1587)  -0.26
F (3.8710, 5.8937, -3.2477)  -0.24
H (5.7503, 2.2514, -6.7319)  0.31
H (5.1228, 2.5435, -8.3690)  0.39
H (5.4538, 3.8918, -7.2757)  0.33
H (3.3115, 1.7428, -6.8825)  0.34
H (2.9693, 3.3929, -7.3756)  0.34
C (-6.8987, 1.2965, -6.1147)  -1.35
C (-5.9698, 2.4250, -5.6968)  0.51
C (-5.9028, 3.5102, -6.7612)  -1.34
O (-4.6625, 1.9033, -5.4656)  -0.45
H (-6.5430, 0.8204, -7.0341)  0.34
H (-6.9283, 0.5209, -5.3464)  0.35
H (-7.9144, 1.6619, -6.2818)  0.37
H (-6.3162, 2.8555, -4.7548)  0.26
H (-5.5141, 3.1086, -7.7022)  0.34
H (-5.2242, 4.3089, -6.4527)  0.32
H (-6.8885, 3.9422, -6.9477)  0.38
H (-4.3473, 1.5204, -6.2930)  0.28
C (-3.3197, -9.2644, -0.5235)  -1.48
C (-2.8752, -7.9573, 0.0897)  0.53
C (-2.7590, -6.8237, -0.8870)  -0.65
O (-1.8063, -5.9759, -0.2405)  -0.12
C (-1.0187, -6.7864, 0.5162)  0.52
O (-0.0049, -6.4424, 1.0460)  -0.50
O (-1.5343, -8.0428, 0.5888)  -0.38
H (-3.1687, -10.0867, 0.1784)  0.36
H (-4.3747, -9.2251, -0.7983)  0.38
H (-2.7364, -9.5010, -1.4164)  0.35
H (-3.5262, -7.6989, 0.9312)  0.26
H (-3.7019, -6.3009, -1.0451)  0.39
H (-2.3479, -7.1233, -1.8553)  0.30
O (-3.6107, 1.5078, 8.1407)  -0.37
C (-3.2427, 0.3814, 8.5620)  -0.26
C (-2.0739, -0.2427, 7.4733)  0.28
O (-1.7196, -1.3740, 7.8921)  -0.43
H (-4.0095, -0.4069, 8.6449)  0.29
H (-2.7611, 0.3406, 9.5535)  0.30
H (-1.3068, 0.5487, 7.4119)  0.13
H (-2.5611, -0.1868, 6.4843)  0.08
Be (5.8009, -2.9867, 5.3563)  -0.12
C (-1.2479, 6.7188, 2.9269)  0.27
Cl (-1.2497, 5.4227, 4.1555)  -0.01
Cl (-2.7060, 7.7121, 3.1080)  -0.11
Cl (0.1916, 7.7378, 3.1326)  -0.13
Cl (-1.2344, 5.9914, 1.3115)  -0.11
C (8.6960, -5.7953, 4.0166)  -0.51
O (7.9579, -5.1723, 5.0613)  -0.45
H (8.4761, -5.2824, 3.0816)  0.19
H (9.7668, -5.7241, 4.2233)  0.24
H (8.4044, -6.8448, 3.9288)  0.26
H (8.1663, -5.6402, 5.8775)  0.28
F (-5.9501, -1.4186, -1.7960)  -0.86